(1)
{
  "formula": "C25H20OP2PdS2",
  "method": "ωB97M-V/def2-TZVPD",
  "symbols": ["Pd", "S", "P", "C", "P", "S", "C", "C", "C", "C", "C", "C", "C", "C", "C", "C", "C", "C", "C", "C", "C", "C", "C", "C", "C", "C", "C", "C", "C", "C", "H", "H", "H", "H", "H", "H", "H", "H", "H", "H", "H", "H", "H", "H", "H", "H", "H", "H", "H", "H", "O"],
  "coordinates": [[2.95411, 2.97692, 0.25870], [0.96186, 3.47644, -1.12534], [-0.04413, 2.00597, -0.55118], [1.44783, 1.69138, 0.36891], [1.82397, -0.00947, 0.73414], [3.44835, 0.76914, 1.24779], [1.95373, -1.05420, -0.69466], [2.76851, -0.68335, -1.78234], [2.99244, -1.55161, -2.85272], [2.40950, -2.81386, -2.85544], [1.60743, -3.20760, -1.78785], [1.38656, -2.33911, -0.71440], [0.81649, -0.69896, 2.02792], [-0.57931, -0.70794, 2.02485], [-1.31440, -1.32766, 3.04139], [-0.66047, -1.97086, 4.08505], [0.72761, -1.99265, 4.11128], [1.45322, -1.36771, 3.09394], [-1.40899, 2.31045, 0.53433], [-1.25382, 2.56272, 1.90407], [-2.36990, 2.77637, 2.71811], [-3.65213, 2.76472, 2.17439], [-3.82389, 2.55889, 0.80940], [-2.70979, 2.34754, -0.00227], [-0.40131, 0.75257, -1.78326], [-1.33856, -0.27497, -1.59224], [-1.62834, -1.20116, -2.60236], [-1.00534, -1.10796, -3.84215], [-0.10157, -0.08188, -4.07651], [0.19083, 0.83467, -3.06279], [3.25853, 0.29072, -1.79414], [3.63080, -1.24199, -3.67656], [2.58947, -3.49353, -3.68415], [1.16590, -4.20112, -1.78286], [0.78534, -2.69697, 0.11775], [-1.13648, -0.23631, 1.23405], [-2.40178, -1.30724, 3.01486], [-1.23015, -2.45450, 4.87425], [1.25090, -2.49645, 4.92066], [2.54150, -1.41470, 3.13994], [-0.26272, 2.59834, 2.35315], [-2.23339, 2.96292, 3.78231], [-4.51587, 2.93682, 2.81054], [-4.81994, 2.57585, 0.37594], [-2.86706, 2.21565, -1.07302], [-1.89459, -0.37033, -0.66674], [-2.34818, -1.99601, -2.42305], [-1.22524, -1.82909, -4.62450], [0.38876, 0.00566, -5.04336], [0.90931, 1.62028, -3.29489], [3.76438, 3.09517, 1.63108]],
  "atomic_forces_ev_per_a": [[-5.54, 1.17, -8.81], [0.41, 5.76, -3.86], [2.09, -2.59, 1.91], [-4.38, -4.30, 0.10], [-1.28, 3.02, -1.31], [5.83, -2.70, 2.67], [-0.09, -1.65, -0.17], [0.15, 0.14, -0.28], [-0.24, 0.23, 0.61], [-0.05, -0.21, -0.05], [0.05, 0.29, 0.17], [0.08, -0.28, -0.57], [-0.25, -1.63, 0.75], [-0.35, -0.28, 0.36], [0.23, 0.08, -0.13], [-0.12, -0.01, 0.03], [0.11, 0.32, -0.29], [-0.04, -0.13, 0.36], [-1.85, 0.35, -0.36], [-0.10, 0.07, 0.33], [0.16, 0.03, -0.38], [-0.02, 0.04, 0.08], [0.29, -0.05, -0.05], [-0.36, -0.09, 0.32], [-1.34, 0.19, -0.76], [-0.28, -0.50, -0.51], [0.22, 0.35, 0.27], [-0.14, -0.18, -0.12], [0.11, 0.24, 0.69], [0.32, -0.15, -0.34], [-0.23, -0.10, 0.25], [-0.08, 0.01, 0.11], [-0.04, 0.02, 0.05], [-0.01, 0.09, 0.02], [0.03, 0.19, -0.02], [0.10, 0.17, -0.14], [0.14, 0.04, -0.05], [0.02, 0.03, -0.06], [-0.03, 0.06, -0.11], [-0.22, 0.20, -0.25], [0.01, -0.18, -0.35], [0.02, -0.05, -0.19], [0.05, -0.04, -0.02], [0.07, 0.00, 0.01], [0.17, -0.04, 0.20], [0.12, 0.11, 0.05], [0.07, 0.09, 0.07], [-0.02, 0.03, 0.07], [-0.03, 0.03, 0.15], [-0.24, 0.01, 0.36], [6.47, 1.80, 9.25]],
  "nbo_charge": [0.6470, -0.6208, 1.1981, -1.3592, 1.2155, -0.4475, -0.4026, -0.1874, -0.2182, -0.2620, -0.2496, -0.1624, -0.3615, -0.1869, -0.2243, -0.2399, -0.2409, -0.1688, -0.2959, -0.1980, -0.2165, -0.2466, -0.2425, -0.2204, -0.3975, -0.1637, -0.2334, -0.2597, -0.2191, -0.1906, 0.2484, 0.1936, 0.1847, 0.1870, 0.2001, 0.2174, 0.1974, 0.1884, 0.1937, 0.2354, 0.2630, 0.1996, 0.1888, 0.1921, 0.2152, 0.1942, 0.1902, 0.1881, 0.1956, 0.2415, -0.9588],
  "spin_multiplicity": 1,
  "orbital_gap_ev": [3.304, 3.307],
  "charge": -2,
  "e_tot_ev": -72016.86077,
  "de_lowest_ev": 4.793
}

---

(2)
{
  "formula": "C25H21BF3NO2",
  "method": "ωB97M-V/def2-TZVPD",
  "symbols": ["C", "N", "C", "B", "F", "F", "F", "C", "C", "C", "C", "C", "C", "C", "H", "H", "H", "H", "H", "H", "H", "H", "C", "O", "C", "C", "C", "C", "C", "O", "C", "C", "C", "C", "C", "C", "C", "C", "C", "C", "H", "H", "H", "H", "H", "H", "H", "H", "H", "H", "H", "H", "H"],
  "coordinates": [[-3.12182, 0.35363, -0.77411], [-2.63912, 0.46743, 0.60139], [-2.60948, -0.49215, 1.53745], [-2.87668, -2.04011, 1.00592], [-2.49691, -2.90334, 2.04188], [-4.27422, -2.00576, 0.77464], [-2.15343, -2.30882, -0.16913], [-2.04005, 0.05850, 2.86566], [-1.78403, 1.51165, 2.44949], [-2.18338, 1.69505, 1.11896], [-2.01619, 2.88671, 0.43123], [-1.35219, 3.92206, 1.08664], [-0.80952, 3.71582, 2.36274], [-1.00108, 2.49195, 3.03687], [-3.17631, 1.36270, -1.18079], [-2.46718, -0.24883, -1.41773], [-4.12188, -0.09263, -0.78685], [-1.04170, -0.38061, 3.01510], [-2.44670, 2.99385, -0.57355], [-1.26188, 4.88720, 0.59735], [-0.24610, 4.51259, 2.84612], [-0.47412, 2.26284, 3.96386], [-10.20410, 4.65097, 5.98899], [-9.81295, 3.68805, 4.99469], [-8.63009, 3.03133, 5.11287], [-8.27053, 2.14177, 4.07028], [-7.04834, 1.50291, 4.08934], [-6.12489, 1.70391, 5.14251], [-4.80145, 1.08863, 5.07716], [-4.09646, 1.33929, 6.22107], [-2.83839, 0.78739, 6.39964], [-2.24547, -0.02610, 5.44553], [-1.17262, -0.82694, 5.90734], [-0.61800, -0.62303, 7.17295], [-1.17808, 0.29579, 8.06948], [-2.32599, 0.98064, 7.68685], [-2.88903, -0.20574, 4.05463], [-4.27249, 0.38895, 4.03198], [-6.51301, 2.55988, 6.19728], [-7.73302, 3.20841, 6.19505], [-11.15615, 5.03171, 5.62896], [-10.33425, 4.17713, 6.96631], [-9.47730, 5.46543, 6.06370], [-8.97444, 1.99249, 3.25660], [-6.76871, 0.83049, 3.28529], [-0.81471, -1.64576, 5.27629], [0.26796, -1.18357, 7.47634], [-0.73909, 0.49283, 9.04639], [-2.84385, 1.66857, 8.35416], [-3.09956, -1.27423, 3.99871], [-4.94553, 0.08489, 3.23313], [-5.84719, 2.73640, 7.03900], [-8.00073, 3.86470, 7.02226]],
  "atomic_forces_ev_per_a": [[-0.27, -0.13, -0.50], [-0.40, -1.37, 1.97], [1.19, 0.90, -1.63], [-0.47, -0.21, 0.62], [-0.21, 0.11, -0.31], [0.21, -0.50, -0.11], [-0.31, 0.30, 0.50], [0.81, 1.57, -2.46], [0.56, -0.08, -0.42], [0.38, 0.81, 0.66], [-0.41, -0.17, -0.15], [-0.03, -0.13, 0.43], [-0.26, -0.31, -0.02], [0.02, 0.29, -0.13], [-0.09, -0.25, 0.02], [-0.05, 0.12, 0.53], [0.32, 0.04, 0.14], [-0.27, -0.36, -0.15], [0.51, 0.20, 0.51], [0.11, -0.15, 0.09], [-0.08, -0.22, -0.15], [-0.35, 0.32, -0.02], [0.29, -0.53, -0.40], [-0.06, 0.05, 0.14], [0.95, -0.12, 0.42], [-0.38, 0.54, 0.48], [0.40, 0.16, 0.64], [-1.23, 0.53, -0.13], [1.18, -0.78, -1.06], [0.60, 0.40, -0.11], [-0.82, 0.02, 0.24], [0.23, -0.47, 0.00], [-0.19, 0.55, -0.11], [0.12, -0.15, -0.01], [-0.25, 0.32, -0.55], [0.37, -0.13, -0.17], [-1.34, -1.32, 1.98], [-0.67, 0.93, 1.24], [0.60, -0.59, -0.38], [-1.06, 0.13, -0.73], [0.03, 0.05, 0.11], [0.01, 0.03, -0.07], [-0.03, -0.09, -0.03], [0.11, 0.02, 0.10], [-0.24, 0.14, 0.01], [0.12, 0.43, 0.07], [-0.34, 0.01, -0.12], [-0.06, -0.22, -0.23], [0.10, -0.23, -0.15], [0.27, -0.39, -0.09], [0.32, 0.23, -0.02], [-0.04, -0.13, -0.26], [0.12, -0.17, -0.22]],
  "nbo_charge": [-0.4237, -0.2982, 0.2707, 1.1375, -0.5401, -0.5477, -0.5374, -0.3003, -0.0258, 0.1187, -0.2271, -0.1969, -0.2221, -0.1384, 0.2060, 0.2535, 0.2531, 0.2800, 0.2202, 0.2232, 0.2223, 0.2214, -0.2534, -0.4949, 0.3266, -0.2666, -0.1648, -0.0576, 0.3107, -0.5037, 0.3683, -0.0951, -0.1842, -0.2355, -0.1946, -0.2657, -0.2610, -0.2997, -0.1734, -0.3162, 0.2040, 0.1809, 0.1815, 0.2270, 0.2119, 0.2226, 0.2187, 0.2201, 0.2280, 0.2507, 0.2216, 0.2261, 0.2187],
  "spin_multiplicity": 1,
  "orbital_gap_ev": 7.539,
  "charge": 0,
  "e_tot_ev": -40683.50690
}